(1)
Here is a cluster of 7 separate species, C15H46N8O9 in total from the Open Molecules 2025 dataset. Energies are from the ωB97M-V functional and the def2-TZVPD basis.

Geometry as XYZ:
```
78
Properties=species:S:1:pos:R:3:mulliken_charge:R:1
C -0.756 3.414 3.487 0.32
O -0.186 4.286 4.128 -0.76
N -1.995 3.280 3.525 -0.24
N -0.068 2.478 2.865 -0.22
H -2.621 3.584 4.257 0.18
H -2.468 2.839 2.750 0.36
H 0.936 2.586 2.888 0.21
H -0.582 1.947 2.177 0.21
C 3.523 2.247 1.483 0.50
O 2.493 2.864 1.573 -0.78
N 3.871 1.381 0.539 -0.33
N 4.454 2.397 2.333 -0.43
H 4.818 1.040 0.627 0.22
H 3.091 0.808 0.250 0.06
H 4.291 3.252 2.845 0.29
H 5.335 1.907 2.266 0.16
C 1.870 -5.023 0.824 0.59
O 1.704 -5.482 -0.285 -0.66
N 2.445 -5.589 1.865 -0.43
N 1.652 -3.763 0.968 -0.14
H 2.654 -6.570 1.750 0.24
H 2.733 -5.073 2.684 0.17
H 1.609 -3.280 0.082 -0.09
H 1.345 -3.511 1.897 0.20
C 3.632 -1.818 -0.407 -1.17
O 2.382 -1.814 -0.997 -0.30
C 2.323 -2.579 -2.259 -0.76
C 0.736 -2.620 -2.643 -0.98
N -0.033 -1.409 -2.834 -0.23
C 0.705 -0.754 -3.910 0.07
C -0.103 0.433 -4.425 -1.02
O 0.025 1.638 -3.614 -0.33
C 1.317 2.307 -3.478 -0.46
H 3.351 -1.714 0.641 0.46
H 4.196 -0.948 -0.743 0.19
H 4.220 -2.729 -0.518 0.33
H 2.556 -3.643 -2.211 0.44
H 3.049 -2.180 -2.968 0.54
H 0.282 -3.098 -1.774 0.40
H 0.570 -3.355 -3.431 0.53
H -0.007 -0.813 -2.018 0.05
H 0.904 -1.426 -4.746 0.52
H 1.598 -0.314 -3.464 0.02
H -1.146 0.132 -4.518 0.34
H 0.286 0.658 -5.418 0.39
H 1.322 3.337 -3.122 0.25
H 1.706 2.294 -4.496 0.34
H 1.961 1.780 -2.774 -0.01
C -0.523 -1.176 2.531 -1.02
O -0.608 -1.032 1.145 -0.04
C -1.984 -0.854 0.815 -1.00
C -2.364 0.525 0.313 -0.44
N -2.859 1.564 1.223 0.13
C -4.226 1.441 1.754 -0.81
C -5.407 1.471 0.824 -0.75
O -5.355 0.291 -0.012 -0.29
C -5.860 0.515 -1.315 -0.81
H -0.667 -2.217 2.822 0.27
H -1.170 -0.529 3.123 0.31
H 0.535 -1.133 2.788 0.35
H -2.723 -1.214 1.531 0.70
H -2.327 -1.586 0.083 0.39
H -2.989 0.449 -0.577 0.11
H -1.408 0.943 -0.001 -0.09
H -2.833 2.486 0.812 0.37
H -4.387 2.339 2.350 0.39
H -4.183 0.535 2.359 0.36
H -5.322 2.362 0.203 0.40
H -6.402 1.427 1.267 0.40
H -6.859 0.949 -1.264 0.35
H -5.982 -0.442 -1.822 0.25
H -5.195 1.104 -1.946 0.32
O 0.402 3.011 0.046 -0.73
H 0.678 2.167 -0.312 0.16
H 1.099 3.253 0.655 0.64
O 1.099 0.343 -0.461 0.36
H 0.313 0.118 0.037 0.40
H 1.529 -0.497 -0.623 0.10
```

**Electronic energy**: -46646.127 eV
**Frontier orbital gap**: 8.4657 eV
**Multiplicity**: 1
**SMILES**: COCCNCCOC.COCCNCCOC.NC(N)=O.NC(N)=O.NC(N)=O.O.O
**Highest occupied orbital energy**: -8.31 eV
**ΔE to the lowest compared entry with this formula, charge and spin**: 97.1 kcal per mole
**Total charge**: 0

---

(2)
Here is a structure of composition C38H51ClO5SeV from the Open Molecules 2025 dataset. Energies are from the ωB97M-V functional and the def2-TZVPD basis.

Geometry as XYZ:
```
97
Properties=species:S:1:pos:R:3:mulliken_charge:R:1
V -0.135 -0.274 2.701 0.79
C -3.264 -2.139 -4.017 -1.55
C -4.254 -1.825 -2.886 1.99
C -5.246 -2.987 -2.738 -1.65
C -5.037 -0.567 -3.262 -2.10
C -3.476 -1.650 -1.584 -0.35
C -3.472 -0.462 -0.868 -0.40
C -2.721 -0.343 0.294 -0.11
Se -2.809 1.253 1.339 0.19
C -1.259 2.150 0.655 0.22
C -1.379 2.845 -0.539 -0.57
C -0.313 3.574 -1.044 -0.41
C 0.850 3.617 -0.281 -0.86
C 1.028 2.956 0.934 -0.03
C -0.060 2.186 1.369 1.33
O 0.027 1.450 2.528 -1.46
C 2.370 3.167 1.649 2.40
C 2.508 2.473 3.005 -2.63
C 2.552 4.675 1.893 -1.80
C 3.504 2.648 0.750 -1.50
C -0.381 4.330 -2.368 2.12
C -0.121 5.821 -2.118 -1.67
C -1.744 4.182 -3.044 -2.19
C 0.692 3.772 -3.314 -1.59
C -1.984 -1.436 0.739 0.09
O -1.241 -1.266 1.876 -0.35
C -2.000 -2.684 0.096 -0.57
C -2.748 -2.729 -1.075 -0.28
C -1.320 -3.935 0.664 2.56
C -1.542 -5.154 -0.236 -2.44
C -1.933 -4.258 2.036 -1.48
C 0.195 -3.743 0.807 -1.57
H -3.801 -2.270 -4.958 0.46
H -2.706 -3.055 -3.822 0.32
H -2.547 -1.325 -4.144 0.34
H -5.828 -3.096 -3.655 0.48
H -5.940 -2.808 -1.915 0.36
H -4.741 -3.936 -2.555 0.32
H -5.580 -0.743 -4.191 0.44
H -4.378 0.288 -3.424 0.32
H -5.770 -0.301 -2.498 0.42
H -4.051 0.388 -1.199 0.54
H -2.323 2.810 -1.062 0.49
H 1.674 4.212 -0.652 0.40
H 1.728 2.765 3.706 0.35
H 3.471 2.758 3.434 0.59
H 2.498 1.390 2.903 0.57
H 1.756 5.061 2.533 0.42
H 2.549 5.250 0.968 0.28
H 3.506 4.853 2.392 0.48
H 3.392 1.577 0.564 0.14
H 4.465 2.809 1.242 0.49
H 3.535 3.157 -0.212 0.33
H -0.849 6.233 -1.418 0.36
H -0.198 6.375 -3.056 0.47
H 0.876 5.998 -1.713 0.33
H -2.548 4.587 -2.427 0.40
H -1.972 3.139 -3.272 0.41
H -1.744 4.732 -3.986 0.45
H 1.694 3.879 -2.896 0.32
H 0.669 4.309 -4.264 0.46
H 0.519 2.713 -3.517 0.35
H -2.784 -3.657 -1.623 0.58
H -2.600 -5.392 -0.354 0.44
H -1.060 -6.019 0.221 0.48
H -1.102 -5.018 -1.226 0.42
H -3.009 -4.422 1.952 0.40
H -1.766 -3.455 2.753 0.02
H -1.482 -5.168 2.436 0.45
H 0.644 -3.408 -0.130 0.31
H 0.656 -4.694 1.081 0.64
H 0.442 -3.020 1.581 -0.19
C 3.897 -1.394 -2.710 -0.74
O 4.634 -1.780 -1.552 -0.45
C 4.066 -1.633 -0.359 0.91
C 4.880 -2.024 0.739 -1.11
C 4.410 -1.893 2.002 -1.23
C 3.105 -1.380 2.259 0.30
C 2.629 -1.133 3.558 0.46
C 3.443 -1.358 4.794 -1.81
O 1.462 -0.671 3.787 -0.10
C 2.291 -1.034 1.146 1.01
O 1.067 -0.608 1.285 0.27
C 2.788 -1.149 -0.159 -0.26
H 4.555 -1.582 -3.552 0.27
H 3.643 -0.334 -2.668 0.31
H 2.991 -1.995 -2.809 0.30
H 5.867 -2.412 0.531 0.50
H 5.041 -2.186 2.828 0.38
H 4.513 -1.349 4.621 0.50
H 3.167 -2.328 5.214 0.33
H 3.182 -0.594 5.524 0.40
H 2.137 -0.859 -0.971 0.49
Cl -1.667 0.535 4.894 -0.11
C -0.894 -0.986 4.497 -0.04
H -1.643 -1.748 4.311 0.24
H -0.145 -1.241 5.230 0.43
```

**Electronic energy**: -154023.417 eV
**Frontier orbital gap (spin up / spin down)**: 6.8707 / 6.8713 eV
**Multiplicity**: 1
**Highest occupied orbital energy (spin up / spin down)**: -11.16 / -11.16 eV
**Total charge**: +1

---

(3)
Here is a cluster of 2 separate species, C5H10O2 in total from the Open Molecules 2025 dataset. Energies are from the ωB97M-V functional and the def2-TZVPD basis.

Geometry as XYZ:
```
17
Properties=species:S:1:pos:R:3:mulliken_charge:R:1
C -1.112 1.351 -1.324 -1.04
C -1.261 0.109 -0.500 0.00
O 1.460 0.155 -1.009 -0.47
C 1.642 -0.267 0.107 0.18
C 1.211 -1.605 0.588 -0.92
C -1.094 -0.002 0.815 -0.51
O -0.518 0.913 1.658 -0.51
H -0.481 1.202 -2.205 0.29
H -0.699 2.196 -0.761 0.26
H -2.112 1.646 -1.663 0.33
H -1.559 -0.792 -1.031 0.29
H 2.295 0.266 0.829 0.39
H 2.162 -2.083 0.306 0.36
H 0.393 -2.055 0.027 0.27
H 1.059 -1.680 1.670 0.27
H -1.374 -0.898 1.361 0.49
H -0.011 1.547 1.132 0.33
```

**Electronic energy**: -9440.501 eV
**Frontier orbital gap**: 9.4971 eV
**Multiplicity**: 1
**SMILES**: C/C=C\O.CC=O
**Highest occupied orbital energy**: -8.62 eV
**ΔE to the lowest compared entry with this formula, charge and spin**: 58.6 kcal per mole
**Total charge**: 0

---

(4)
Here is a structure of composition C4H4AlO5 from the Open Molecules 2025 dataset. Energies are from the ωB97M-V functional and the def2-TZVPD basis.

Geometry as XYZ:
```
14
Properties=species:S:1:pos:R:3:mulliken_charge:R:1
O 2.724 -0.437 0.629 -0.28
C 3.142 -1.713 0.826 0.78
O 4.292 -2.088 0.585 -0.48
O 2.130 -2.508 1.071 -0.26
H -2.748 1.540 0.466 0.30
O -0.840 0.874 0.899 -0.26
C -1.768 1.523 -0.018 -0.24
C -1.697 0.622 -1.247 -0.24
O -0.759 -0.410 -0.823 -0.24
C -0.261 -0.145 0.345 0.77
H -1.409 2.542 -0.191 0.29
H -1.284 1.109 -2.135 0.30
H -2.641 0.124 -1.488 0.29
Al 1.120 -1.035 1.082 0.29
```

**Electronic energy**: -21039.757 eV
**Frontier orbital gap**: 6.7369 eV
**Multiplicity**: 1
**Highest occupied orbital energy**: -13.55 eV
**ΔE to the lowest compared entry with this formula, charge and spin**: 11.7 kcal per mole
**Total charge**: +1

---

(5)
Here is a cluster of 2 separate species, C6H10BrN4O3 in total from the Open Molecules 2025 dataset. Energies are from the ωB97M-V functional and the def2-TZVPD basis.

Geometry as XYZ:
```
24
Properties=species:S:1:pos:R:3:mulliken_charge:R:1
C 0.036 1.296 1.965 0.30
C -0.216 0.299 -2.307 -0.69
C 0.519 -0.805 -2.490 0.49
C -1.854 2.463 2.916 -0.85
C 0.567 -2.049 -1.673 -1.21
C 1.737 -2.228 -0.644 -0.36
N 0.846 0.756 1.221 0.80
N 1.775 0.116 0.856 -0.75
N -1.010 2.057 1.865 0.03
N -0.948 0.554 -1.060 0.98
O -1.084 1.695 -0.784 -0.66
O -1.313 -0.404 -0.413 -0.52
O 1.126 -1.825 0.621 -0.40
Br 1.665 -0.902 -4.057 -0.04
H -0.096 1.076 -3.042 0.39
H -1.553 3.335 3.590 0.31
H -1.916 1.666 3.582 0.38
H -2.902 2.781 2.537 0.31
H 0.553 -2.792 -2.326 0.65
H -0.211 -2.136 -1.051 0.51
H 2.001 -3.225 -0.549 0.47
H 2.451 -1.546 -1.034 0.29
H -1.366 2.375 1.006 0.34
H 1.192 -2.560 1.271 0.27
```

**Electronic energy**: -88513.822 eV
**Frontier orbital gap**: 7.4811 eV
**Multiplicity**: 1
**Highest occupied orbital energy**: -13.30 eV
**ΔE to the lowest compared entry with this formula, charge and spin**: 47.0 kcal per mole
**Total charge**: +1

---

(6)
Here is the molecule C2H4N2O2 from the Open Molecules 2025 dataset. Energies are from the ωB97M-V functional and the def2-TZVPD basis.

Geometry as XYZ:
```
10
Properties=species:S:1:pos:R:3:mulliken_charge:R:1
C -1.267 1.120 -0.626 -0.41
C 0.928 0.125 -0.205 0.42
N 1.524 -1.075 -0.517 -0.45
N -0.586 -0.011 -0.318 0.44
O 1.443 1.170 0.128 -0.51
O -1.110 -1.140 -0.005 -0.66
H -2.366 0.993 -0.784 0.28
H -0.758 2.089 -0.760 0.26
H 0.894 -1.936 -0.405 0.31
H 2.590 -1.280 -0.195 0.31
```

**Electronic energy**: -9211.610 eV
**Frontier orbital gap (spin up / spin down)**: 9.2426 / 9.2406 eV
**Multiplicity**: 1
**SMILES**: C=[N+]([O-])C(N)=O
**Highest occupied orbital energy (spin up / spin down)**: -9.23 / -9.23 eV
**ΔE to the lowest compared entry with this formula, charge and spin**: 83.3 kcal per mole
**Total charge**: 0

---

(7)
Here is a structure of composition C63H68AsBrCl5CrO2PSi2 from the Open Molecules 2025 dataset. Energies are from the ωB97M-V functional and the def2-TZVPD basis.

Geometry as XYZ:
```
144
Properties=species:S:1:pos:R:3:mulliken_spin:R:1
Cr 0.353 -0.385 -0.304 3.84
Cl -4.170 2.587 3.856 0.00
C -2.724 1.892 3.219 0.00
C -1.678 1.556 4.057 0.00
Cl -1.812 1.836 5.754 0.00
C -0.530 0.956 3.534 0.02
Cl 0.784 0.556 4.585 0.00
C -0.432 0.626 2.184 0.00
O 0.569 0.008 1.646 0.00
C -1.521 0.984 1.308 0.00
O -1.408 0.666 0.067 -0.10
C -2.628 1.632 1.853 0.01
Cl -3.928 2.049 0.790 0.00
C -2.241 -1.837 4.761 0.00
C -3.109 -1.375 3.786 0.00
C -2.802 -1.546 2.449 0.00
C -1.625 -2.168 2.041 -0.03
C -0.781 -2.650 3.037 0.01
C -1.080 -2.489 4.379 0.00
Si -1.138 -2.197 0.185 0.01
C -0.975 -4.067 -0.133 -0.01
C 0.180 -4.775 0.158 0.01
C 0.292 -6.124 -0.129 0.00
C -0.759 -6.794 -0.731 0.01
C -1.937 -6.113 -0.989 0.00
C -2.035 -4.768 -0.689 0.00
H -2.461 -1.682 5.810 0.00
H -4.020 -0.863 4.072 0.00
H -3.489 -1.189 1.694 0.00
H 0.133 -3.159 2.755 0.00
H -0.398 -2.856 5.136 0.00
H -2.513 -2.010 -0.410 0.00
H 1.009 -4.252 0.608 0.00
H 1.211 -6.652 0.087 0.00
H -0.661 -7.841 -0.990 0.00
H -2.781 -6.632 -1.427 0.00
H -2.954 -4.239 -0.889 0.00
C -0.354 1.229 -3.570 0.02
C -0.449 0.981 -5.065 0.00
As -1.593 2.065 -6.325 0.01
C -3.345 1.892 -5.469 0.00
C -4.435 1.299 -6.103 0.00
C -5.681 1.286 -5.514 0.00
C -5.876 1.888 -4.276 0.00
C -4.814 2.527 -3.656 0.00
C -3.572 2.553 -4.257 0.00
C -1.751 0.604 -7.606 0.00
C -2.197 -0.675 -7.225 0.00
C -2.213 -1.722 -8.117 0.00
C -1.774 -1.543 -9.424 0.00
C -1.328 -0.281 -9.825 0.00
C -1.320 0.764 -8.926 0.00
P 0.029 -0.401 -2.700 -0.06
C 1.340 -0.901 -3.876 -0.02
C 1.233 -1.881 -4.867 0.01
C 2.318 -2.204 -5.652 0.00
C 3.531 -1.535 -5.500 0.00
C 3.628 -0.510 -4.568 0.01
C 2.551 -0.196 -3.770 0.01
C -1.441 -1.359 -3.183 0.06
C -2.680 -0.709 -3.228 0.05
C -3.833 -1.402 -3.528 0.00
C -3.788 -2.768 -3.762 0.00
C -2.582 -3.443 -3.616 0.00
C -1.427 -2.752 -3.310 -0.03
H -1.273 1.614 -3.130 0.03
H 0.442 1.935 -3.317 0.01
H -0.818 -0.033 -5.226 0.00
H 0.556 1.020 -5.500 0.00
H -4.295 0.827 -7.068 0.00
H -6.509 0.799 -6.015 0.00
H -6.850 1.867 -3.809 0.00
H -4.952 3.005 -2.696 0.00
H -2.751 3.076 -3.778 0.00
H -2.558 -0.837 -6.217 0.00
H -2.574 -2.695 -7.799 0.00
H -1.778 -2.369 -10.123 0.00
H -0.989 -0.131 -10.846 0.00
H -0.978 1.746 -9.241 0.00
H 0.295 -2.394 -5.019 0.00
H 2.229 -2.993 -6.389 0.00
H 4.380 -1.801 -6.115 0.00
H 4.555 0.038 -4.464 0.00
H 2.626 0.619 -3.060 0.00
H -2.755 0.343 -3.007 -0.01
H -4.773 -0.871 -3.574 0.00
H -4.696 -3.295 -4.024 0.00
H -2.547 -4.519 -3.714 0.00
H -0.518 -3.309 -3.142 -0.01
C 4.962 1.442 0.090 0.00
C 4.371 2.312 1.201 0.01
C 3.627 1.389 2.171 -0.02
C 5.538 2.950 1.963 0.00
Si 3.192 3.667 0.427 0.05
Br 1.281 2.332 -0.402 0.00
C 3.735 4.457 -1.303 0.01
C 5.109 5.124 -1.198 0.00
C 3.790 3.426 -2.435 0.01
C 2.715 5.509 -1.744 0.00
C 2.437 4.952 1.709 0.01
C 3.361 6.169 1.865 0.01
C 2.258 4.318 3.093 0.01
C 1.054 5.445 1.272 0.00
H 5.547 0.629 0.520 0.00
H 5.622 2.025 -0.550 0.00
H 4.174 0.999 -0.511 0.01
H 4.260 0.541 2.436 0.00
H 2.714 0.980 1.748 0.04
H 3.368 1.896 3.094 0.00
H 6.180 2.172 2.377 0.00
H 5.190 3.566 2.789 0.00
H 6.143 3.571 1.308 0.00
H 5.885 4.383 -1.028 0.00
H 5.138 5.844 -0.385 0.00
H 5.342 5.647 -2.126 0.00
H 4.460 2.604 -2.215 0.00
H 4.139 3.910 -3.347 0.00
H 2.802 3.023 -2.628 0.00
H 2.718 6.376 -1.091 0.00
H 1.719 5.079 -1.762 0.00
H 2.953 5.852 -2.751 0.00
H 4.365 5.862 2.150 0.00
H 2.979 6.840 2.637 0.00
H 3.425 6.732 0.938 0.00
H 3.214 4.048 3.534 0.00
H 1.631 3.432 3.037 0.00
H 1.772 5.025 3.768 0.00
H 1.091 5.959 0.318 0.00
H 0.653 6.137 2.015 0.00
H 0.364 4.612 1.184 0.00
Cl 3.798 -6.946 -1.677 0.00
C 3.370 -5.297 -1.313 -0.01
C 2.479 -4.623 -2.130 0.01
C 2.145 -3.323 -1.824 -0.06
C 2.680 -2.647 -0.718 0.11
C 2.375 -1.237 -0.458 -0.09
C 3.563 -3.376 0.091 -0.02
C 3.907 -4.681 -0.197 0.01
H 2.057 -5.101 -3.004 0.00
H 1.437 -2.801 -2.449 0.07
H 2.742 -0.675 -1.329 0.00
H 2.963 -0.916 0.412 -0.03
H 3.998 -2.905 0.962 0.00
H 4.615 -5.213 0.421 0.00
```

**Electronic energy**: -317492.678 eV
**Frontier orbital gap (spin up / spin down)**: 3.2134 / 4.9237 eV
**Multiplicity**: 5
**Highest occupied orbital energy (spin up / spin down)**: 0.38 / -1.33 eV
**ΔE to the lowest compared entry with this formula, charge and spin**: 41.7 kcal per mole
**Total charge**: -2